<i>
14
Properties=species:S:1:pos:R:3:lowdin_charge:R:1 method="wB97M-V/def2-TZVPD" smiles="C=C(C)N=[N+]1C=C1" homo_lumo_gap_ev="8.0 / 8.0" spin_multiplicity=1 homo_energy_ev="-13.69 / -13.69" charge=+1 lumo_energy_ev="-5.7 / -5.7"
C -2.050 -0.578 0.032 -0.026
C -3.085 0.239 -0.200 0.380
C 1.898 1.298 0.185 0.183
C 0.872 0.407 -0.042 -0.402
C 1.115 -1.109 -0.054 -0.027
N -1.383 0.574 -0.182 0.013
N -0.217 1.109 -0.219 0.127
H -1.787 -1.572 0.272 0.117
H -3.812 0.985 -0.406 0.116
H 1.880 2.376 0.375 0.096
H 2.913 0.732 0.351 0.130
H 2.014 -1.474 -0.807 0.162
H 0.214 -1.661 -0.299 0.033
H 1.429 -1.327 0.994 0.098

<ii>
14
Properties=species:S:1:pos:R:3:lowdin_charge:R:1 method="wB97M-V/def2-TZVPD" homo_lumo_gap_ev=8.0 spin_multiplicity=1 homo_energy_ev=-14.15 charge=+1 lumo_energy_ev=-6.2
C -0.941 0.957 -0.669 0.004
C -0.113 1.912 -0.038 -0.051
C -1.188 -0.383 -0.443 -0.066
C 1.027 -1.372 0.023 -0.091
C -0.363 -1.420 0.009 -0.066
N 1.307 1.282 1.846 0.382
N 0.671 1.587 0.971 -0.001
H -1.543 1.469 -1.355 0.114
H 0.050 3.021 -0.258 0.177
H 1.325 -0.679 -0.727 0.092
H 1.690 -2.361 0.118 0.169
H 1.277 -1.024 1.003 0.067
H -0.970 -2.326 0.142 0.139
H -2.229 -0.663 -0.621 0.131

<iii>
14
Properties=species:S:1:pos:R:3:lowdin_charge:R:1 method="wB97M-V/def2-TZVPD" homo_lumo_gap_ev=9.7 spin_multiplicity=1 homo_energy_ev=-14.62 charge=+1 lumo_energy_ev=-4.9
C -0.451 0.050 -1.421 -0.203
C 0.503 -0.736 -1.681 0.052
C -1.714 1.373 -0.704 0.011
C -0.423 0.914 -0.087 -0.190
C -0.475 -0.068 1.113 -0.034
N -1.632 0.667 -1.779 0.175
N 1.618 -1.315 -1.702 0.213
H -2.516 1.976 -0.303 0.143
H 0.487 1.578 -0.059 0.171
H -0.791 -1.077 0.980 0.077
H -1.199 0.473 1.817 0.121
H 0.556 -0.117 1.432 0.078
H 1.868 -2.300 -1.473 0.173
H 2.520 -0.849 -2.114 0.212

So which one wins? Going from most stable to least: <ii>, <iii>, <i>.

<i>
14
Properties=species:S:1:pos:R:3:lowdin_charge:R:1 method="wB97M-V/def2-TZVPD" homo_lumo_gap_ev="7.9 / 8.4" spin_multiplicity=1 homo_energy_ev="-15.23 / -15.19" charge=+1 lumo_energy_ev="-7.3 / -6.8"
C -1.732 0.152 0.781 0.162
C -2.317 -0.949 0.110 -0.050
C -1.426 -1.277 -0.805 0.225
C 1.611 0.848 0.840 -0.055
C 1.101 0.196 -0.485 -0.180
N -0.943 1.005 0.257 0.094
N -0.347 0.242 -0.614 0.009
H -3.317 -1.338 0.102 0.137
H -0.874 -1.879 -1.512 0.129
H 1.342 1.938 0.784 0.104
H 1.174 0.293 1.659 0.078
H 2.654 0.713 0.748 0.069
H 1.500 0.830 -1.325 0.157
H 1.572 -0.771 -0.539 0.120

<ii>
14
Properties=species:S:1:pos:R:3:lowdin_charge:R:1 method="wB97M-V/def2-TZVPD" homo_lumo_gap_ev="7.1 / 8.6" spin_multiplicity=1 homo_energy_ev="-14.77 / -15.87" charge=+1 lumo_energy_ev="-7.7 / -7.2"
C -1.886 1.234 -0.485 -0.131
C -0.587 1.530 -0.824 0.116
C 0.233 0.372 -0.342 -0.283
C 1.603 0.566 0.022 0.035
C -0.387 -1.763 0.554 -0.049
N -2.599 0.322 -0.402 0.272
N -0.468 -0.695 -0.252 0.096
H -0.229 2.375 -1.325 0.117
H 1.982 1.241 -0.746 0.118
H 2.173 -0.295 0.201 0.088
H 1.453 1.217 0.968 0.172
H -0.346 -2.803 0.131 0.134
H 0.458 -1.702 1.235 0.102
H -1.400 -1.598 1.263 0.215

So which one wins? Going from most stable to least: <ii>, <i>.

<i>
14
Properties=species:S:1:pos:R:3:lowdin_charge:R:1 method="wB97M-V/def2-TZVPD" homo_lumo_gap_ev=10.9 spin_multiplicity=1 homo_energy_ev=-15.06 charge=+1 lumo_energy_ev=-4.2
C -0.217 -1.342 0.232 -0.138
C 0.224 0.070 2.124 -0.045
C -0.295 -1.788 -1.138 -0.121
C 0.408 -1.648 -2.367 0.023
C -0.659 1.231 1.780 -0.013
N 0.240 -0.821 1.265 0.187
N -1.112 -2.258 -0.295 0.326
H 0.826 0.064 3.099 0.181
H 1.488 -2.078 -2.350 0.169
H 0.314 -0.666 -2.796 0.113
H 0.066 -2.241 -3.118 0.058
H -1.561 0.952 1.182 0.120
H -0.069 1.991 1.304 0.102
H -1.003 1.688 2.600 0.038

<ii>
14
Properties=species:S:1:pos:R:3:lowdin_charge:R:1 method="wB97M-V/def2-TZVPD" homo_lumo_gap_ev="8.5 / 6.4" spin_multiplicity=1 homo_energy_ev="-14.52 / -13.27" charge=+1 lumo_energy_ev="-6.0 / -6.9"
C 1.676 1.079 -0.020 -0.170
C 0.781 -0.109 0.059 -0.237
C -0.552 0.061 0.358 -0.045
C -3.747 0.209 -0.064 0.408
C 1.316 -1.444 -0.086 -0.039
N 1.072 2.196 -0.068 0.145
N -1.737 0.137 0.295 0.202
H 2.780 0.862 0.031 0.146
H -4.302 -0.258 0.773 0.060
H -3.543 -0.309 -1.082 0.087
H 1.505 -1.793 -1.018 0.050
H 2.344 -1.316 0.486 0.139
H 0.681 -2.288 0.550 0.168
H 1.727 2.972 -0.214 0.085

So which one wins? Going from most stable to least: <i>, <ii>.

<i>
8
Properties=species:S:1:pos:R:3:lowdin_charge:R:1 method="wB97M-V/def2-TZVPD" homo_lumo_gap_ev=10.0 spin_multiplicity=1 homo_energy_ev=-9.29 lumo_energy_ev=0.7
C 1.593 0.012 -0.728 -0.139
O 0.648 -0.575 -0.293 -0.070
O -0.433 0.402 1.302 -0.673
S -1.860 0.309 1.015 0.799
H 2.618 -0.142 -0.357 0.081
H -1.936 0.294 -0.390 -0.041
H 1.505 0.773 -1.522 0.080
H -2.135 -1.071 0.973 -0.036

<ii>
8
Properties=species:S:1:pos:R:3:lowdin_charge:R:1 method="wB97M-V/def2-TZVPD" smiles="O=CO.S" homo_lumo_gap_ev=10.7 spin_multiplicity=1 homo_energy_ev=-9.93 lumo_energy_ev=0.7
S -2.251 0.965 0.487 0.507
H -3.109 0.058 0.927 -0.224
H -2.718 0.830 -0.762 -0.211
O 1.008 -1.118 0.864 0.084
C 1.199 -0.397 -0.060 -0.397
O 2.309 -0.427 -0.852 0.042
H 0.468 0.382 -0.304 0.084
H 3.096 -0.293 -0.302 0.114

<iii>
8
Properties=species:S:1:pos:R:3:lowdin_charge:R:1 method="wB97M-V/def2-TZVPD" homo_lumo_gap_ev=9.9 spin_multiplicity=1 homo_energy_ev=-9.36 lumo_energy_ev=0.6
C 0.859 -1.243 1.066 -0.149
O 0.097 -0.965 0.167 -0.112
O 0.340 0.902 -0.766 -0.711
S -1.060 1.472 -0.645 0.829
H 0.733 -0.840 2.172 0.102
H -1.145 1.954 -2.046 -0.002
H 1.932 -1.579 0.980 0.084
H -1.756 0.298 -0.927 -0.042

So which one wins? Going from most stable to least: <ii>, <i>, <iii>.

<i>
8
Properties=species:S:1:pos:R:3:lowdin_charge:R:1 method="wB97M-V/def2-TZVPD" smiles="O=CO.S" homo_lumo_gap_ev=10.4 spin_multiplicity=1 homo_energy_ev=-9.75 lumo_energy_ev=0.6
S -2.692 0.565 -1.043 0.493
H -1.841 1.591 -0.728 -0.186
H -1.823 -0.289 -0.536 -0.292
O 1.250 0.597 -0.545 0.062
C 0.964 -0.315 0.191 -0.426
O 1.731 -0.927 1.061 0.094
H -0.070 -0.816 0.218 0.125
H 2.480 -0.404 1.382 0.130

<ii>
8
Properties=species:S:1:pos:R:3:lowdin_charge:R:1 method="wB97M-V/def2-TZVPD" smiles=OCOS homo_lumo_gap_ev=10.0 spin_multiplicity=1 homo_energy_ev=-9.35 lumo_energy_ev=0.6
C 0.494 -0.143 0.448 -0.387
O 1.093 1.126 0.408 -0.040
O -0.886 -0.471 0.532 -0.608
S -1.994 0.232 -0.468 0.760
H 0.808 -0.626 -0.643 0.169
H 0.639 1.609 1.125 0.104
H 0.881 -0.744 1.285 0.126
H -2.383 -0.651 -1.480 -0.122

So which one wins? Going from most stable to least: <i>, <ii>.

<i>
21
Properties=species:S:1:pos:R:3:lowdin_spin:R:1 method="wB97M-V/def2-TZVPD" homo_lumo_gap_ev="2.6 / 10.5" spin_multiplicity=2 homo_energy_ev="0.41 / -7.57" charge=-1 lumo_energy_ev="3.0 / 3.0"
O 0.753 -0.236 -3.132 0.060
H 0.297 -1.041 -3.377 0.022
H 1.092 0.109 -3.958 0.012
O -0.214 2.797 -2.103 0.021
H -1.020 2.410 -2.443 0.007
H -0.036 2.312 -1.297 0.005
O -1.887 1.680 0.903 0.060
H -0.980 1.462 0.692 0.010
H -1.852 2.011 1.800 0.010
O 0.408 0.684 -0.240 0.072
H 0.189 -0.198 0.060 0.029
H 0.797 0.554 -1.105 0.011
O 1.674 1.137 2.464 0.066
H 2.529 0.980 2.062 0.016
H 1.139 0.393 2.188 0.019
O -0.062 -1.249 1.516 0.222
H 0.593 -1.881 1.812 0.081
H -0.714 -1.233 2.217 0.103
O -0.629 -3.843 0.636 0.103
H -1.549 -3.932 0.885 0.040
H -0.528 -2.916 0.419 0.033

<ii>
21
Properties=species:S:1:pos:R:3:lowdin_spin:R:1 method="wB97M-V/def2-TZVPD" homo_lumo_gap_ev="2.5 / 10.6" spin_multiplicity=2 homo_energy_ev="0.54 / -7.62" charge=-1 lumo_energy_ev="3.1 / 3.0"
O -0.605 3.179 1.500 0.023
H -0.368 2.412 0.979 0.005
H -1.527 3.333 1.294 0.005
O 0.365 2.163 -1.832 0.022
H -0.040 2.032 -0.975 0.006
H 0.659 3.074 -1.822 0.004
O -0.195 0.637 0.569 0.075
H -0.424 -0.112 0.019 0.022
H 0.128 0.247 1.382 0.027
O -0.813 -2.696 0.360 0.214
H -0.946 -3.605 0.091 0.066
H -1.480 -2.544 1.030 0.070
O 1.519 -0.173 -1.812 0.052
H 1.920 0.129 -0.997 0.021
H 1.071 0.598 -2.159 0.006
O 0.722 -1.229 3.072 0.181
H 1.494 -0.873 3.512 0.049
H 1.048 -1.988 2.589 0.074
O -1.205 -1.420 -2.364 0.050
H -0.426 -1.424 -2.921 0.007
H -0.897 -1.741 -1.517 0.018

So which one wins? Going from most stable to least: <ii>, <i>.